Record 1
The following is a DFT calculation (wB97M-V/def2-TZVPD) of C47H84MgN11O as an isolated structure in a non-equilibrium geometry.

- M (g mol⁻¹) = 843.57
- energy (hartree) = -2718.5438
- LUMO level (eV) = -6.65
- Kohn-Sham gap (eV) = 6.2
- charge = +1

The geometry in XYZ format:
```
144
C47H84MgN11O | the OMol25 dataset | wB97M-V/def2-TZVPD
Mg -19.361 13.953 -6.255
C -21.051 16.660 -8.420
C -20.654 16.902 -6.938
C -21.671 17.708 -6.173
O -20.343 15.652 -6.377
H -22.081 16.306 -8.462
H -20.371 15.970 -8.918
H -20.978 17.593 -8.979
H -19.759 17.523 -6.950
H -21.215 17.992 -5.225
H -22.589 17.168 -5.940
H -22.000 18.623 -6.665
C -17.156 15.607 -9.721
C -17.554 16.117 -11.051
C -17.770 17.626 -11.212
C -16.686 18.451 -10.694
N -15.801 19.104 -10.213
H -17.944 15.606 -8.969
H -16.277 16.094 -9.300
H -16.850 14.578 -9.913
H -18.463 15.573 -11.307
H -16.809 15.760 -11.762
H -18.642 17.957 -10.649
H -17.940 17.870 -12.261
C -18.673 19.155 -1.606
C -17.726 18.464 -2.613
C -18.338 17.088 -3.092
C -18.582 16.149 -1.980
N -18.719 15.411 -1.100
H -19.694 19.248 -1.974
H -18.337 20.145 -1.298
H -18.726 18.542 -0.706
H -16.755 18.372 -2.127
H -17.597 19.210 -3.398
H -17.563 16.700 -3.753
H -19.287 17.272 -3.595
C -24.692 15.789 -7.438
C -25.977 14.988 -7.841
C -26.895 15.697 -8.847
C -27.244 17.060 -8.452
N -27.504 18.134 -8.152
H -25.012 16.711 -6.954
H -24.132 16.060 -8.333
H -24.119 15.253 -6.682
H -26.584 14.755 -6.966
H -25.668 14.079 -8.356
H -27.839 15.179 -9.014
H -26.389 15.846 -9.801
C -21.148 15.040 -13.004
C -21.589 16.198 -12.101
C -23.045 16.572 -12.316
C -24.029 15.530 -12.017
N -24.832 14.772 -11.716
H -20.084 14.875 -12.832
H -21.313 15.273 -14.056
H -21.671 14.104 -12.807
H -20.931 17.047 -12.290
H -21.392 15.884 -11.076
H -23.167 16.859 -13.360
H -23.275 17.486 -11.768
C -24.882 19.534 -5.022
C -25.448 18.954 -3.801
C -24.892 19.584 -2.526
C -25.509 18.943 -1.345
N -26.049 18.449 -0.475
H -25.109 20.598 -5.089
H -25.406 19.170 -5.906
H -23.800 19.404 -5.026
H -25.348 17.871 -3.875
H -26.526 19.119 -3.799
H -25.135 20.646 -2.506
H -23.811 19.448 -2.484
C -20.186 20.908 -4.295
C -21.415 21.438 -4.958
C -21.517 22.930 -5.401
C -20.959 23.895 -4.383
N -20.504 24.610 -3.607
H -20.328 19.841 -4.122
H -20.097 21.400 -3.326
H -19.264 21.116 -4.837
H -22.265 21.351 -4.282
H -21.551 20.899 -5.895
H -22.578 23.173 -5.462
H -21.058 23.036 -6.384
C -14.111 17.344 -6.870
C -15.208 18.134 -6.130
C -16.652 17.726 -6.564
C -16.998 16.306 -6.331
N -17.317 15.202 -6.111
H -13.090 17.675 -6.681
H -14.210 17.427 -7.952
H -14.186 16.287 -6.614
H -15.104 19.214 -6.226
H -15.117 17.881 -5.074
H -16.840 17.938 -7.617
H -17.453 18.278 -6.074
C -21.874 13.044 -9.393
C -22.657 11.763 -9.701
C -21.702 10.720 -10.281
C -21.013 11.041 -11.553
N -20.387 11.227 -12.532
H -21.197 13.431 -10.155
H -21.302 12.898 -8.477
H -22.536 13.876 -9.149
H -23.469 12.066 -10.362
H -23.159 11.303 -8.850
H -22.258 9.785 -10.354
H -20.968 10.472 -9.515
C -23.706 21.871 -7.784
C -24.820 21.218 -8.540
C -24.523 19.756 -8.900
C -23.316 19.537 -9.715
N -22.377 19.339 -10.359
H -24.010 22.877 -7.494
H -22.797 21.998 -8.372
H -23.490 21.205 -6.948
H -24.967 21.768 -9.469
H -25.750 21.250 -7.972
H -25.342 19.357 -9.499
H -24.436 19.033 -8.089
C -19.423 20.575 -8.321
C -18.902 21.233 -9.592
C -19.956 22.186 -10.273
C -20.504 23.240 -9.385
N -20.966 24.078 -8.700
H -19.745 21.332 -7.606
H -18.728 19.859 -7.880
H -20.302 20.003 -8.618
H -18.690 20.458 -10.328
H -18.019 21.809 -9.316
H -20.862 21.643 -10.544
H -19.470 22.605 -11.154
C -22.202 16.989 -1.205
C -22.829 16.627 -2.576
C -22.250 15.509 -3.458
C -22.365 14.158 -2.834
N -22.412 13.111 -2.269
H -22.185 16.192 -0.461
H -22.662 17.884 -0.785
H -21.176 17.239 -1.473
H -22.832 17.548 -3.158
H -23.888 16.438 -2.401
H -21.176 15.635 -3.591
H -22.715 15.462 -4.443
```

=====

Record 2
The following is a DFT calculation (wB97M-V/def2-TZVPD) of C38H39N5O5PTl as an isolated structure.

- energy above the lowest of the compared OMol25 structures with the same formula, charge and spin (kcal/mol) = 0.0
- M (g mol⁻¹) = 881.12
- energy (hartree) = -2635.3659
- LUMO level (eV) = 4.46
- Kohn-Sham gap (eV) = 6.3
- charge = -2

The geometry in XYZ format:
```
89
C38H39N5O5PTl | the OMol25 dataset | wB97M-V/def2-TZVPD
Tl 0.235 0.716 -0.252
N -2.408 -2.379 1.204
C -3.419 -2.903 0.290
C -2.950 -2.861 -1.155
N -3.019 -1.523 -1.720
C -2.565 -1.493 -3.107
C -2.166 -0.096 -3.562
N -0.822 0.253 -3.080
H -2.275 -1.380 1.048
H -2.729 -2.468 2.162
H -3.602 -3.949 0.554
H -4.381 -2.371 0.350
H -1.938 -3.289 -1.219
H -3.614 -3.502 -1.750
H -2.486 -0.868 -1.154
H -1.712 -2.167 -3.276
H -3.384 -1.847 -3.748
H -2.234 -0.077 -4.660
H -2.897 0.628 -3.183
H -0.219 -0.570 -3.143
H -0.401 0.961 -3.669
C 4.718 0.500 1.246
O 4.818 1.409 2.338
C 3.705 1.640 3.119
C 3.947 1.771 4.465
C 2.921 2.082 5.370
C 1.647 2.245 4.875
C 1.353 2.105 3.510
C -0.036 2.325 3.133
N -0.604 2.034 2.027
N -1.950 2.389 1.955
C -2.611 1.590 1.162
O -2.182 0.550 0.559
C -4.064 1.927 0.959
C -4.704 2.932 1.684
C -6.043 3.213 1.462
C -6.764 2.495 0.512
C -6.132 1.490 -0.208
C -4.791 1.205 0.017
C 2.387 1.825 2.552
O 2.182 1.770 1.301
H 5.723 0.437 0.826
H 4.006 0.837 0.499
H 4.420 -0.494 1.593
H 4.967 1.628 4.805
H 3.131 2.191 6.427
H 0.832 2.487 5.552
H -0.662 2.783 3.909
H -4.125 3.481 2.414
H -6.530 3.998 2.030
H -7.811 2.718 0.337
H -6.685 0.921 -0.946
H -4.287 0.414 -0.537
O 2.282 -1.457 -4.405
C 2.068 -1.971 -3.298
O 0.953 -2.210 -2.755
C 3.272 -2.303 -2.415
C 4.539 -2.262 -2.986
C 5.672 -2.499 -2.227
C 5.535 -2.748 -0.868
C 4.276 -2.791 -0.290
C 3.119 -2.600 -1.051
P 1.419 -2.654 -0.306
C 1.906 -2.891 1.481
C 1.911 -1.720 2.242
C 2.276 -1.719 3.583
C 2.639 -2.910 4.194
C 2.642 -4.088 3.455
C 2.282 -4.076 2.115
C 0.881 -4.382 -0.685
C -0.098 -4.960 0.125
C -0.610 -6.220 -0.150
C -0.154 -6.934 -1.250
C 0.806 -6.364 -2.073
C 1.311 -5.099 -1.799
H 4.598 -2.021 -4.040
H 6.655 -2.476 -2.683
H 6.410 -2.899 -0.246
H 4.202 -2.968 0.775
H 1.631 -0.777 1.783
H 2.271 -0.787 4.138
H 2.923 -2.921 5.240
H 2.928 -5.022 3.925
H 2.306 -5.003 1.553
H -0.485 -4.400 0.966
H -1.373 -6.641 0.496
H -0.553 -7.918 -1.470
H 1.163 -6.900 -2.945
H 2.047 -4.672 -2.464
```

=====

Record 3
The following is a DFT calculation (wB97M-V/def2-TZVPD) of C42H38F10N4OTeW as an isolated structure.

- 2S+1 = 4
- M (g mol⁻¹) = 1116.21
- energy (hartree) = -3250.9369
- LUMO level (spin up / spin down) (eV) = -3.31 / -4.89
- Kohn-Sham gap (spin up / spin down) (eV) = 6.5 / 5.7
- charge = +1
- <S²> = 3.7702

The geometry in XYZ format:
```
97
C42H38F10N4OTeW | the OMol25 dataset | wB97M-V/def2-TZVPD
W -0.359 1.519 1.304
C 0.339 4.377 2.508
N -0.128 3.837 1.214
C -1.440 4.416 0.851
C -2.502 3.703 1.648
N -2.317 2.266 1.441
C -3.398 1.447 1.782
C -3.666 0.288 1.044
F -2.938 0.024 -0.035
C -4.680 -0.595 1.357
F -4.868 -1.679 0.610
C -5.513 -0.340 2.430
F -6.487 -1.181 2.744
C -5.308 0.809 3.170
F -6.070 1.064 4.227
C -4.278 1.675 2.850
F -4.126 2.740 3.649
C 0.875 4.099 0.168
C 2.084 3.227 0.422
N 1.615 1.916 0.877
C 2.662 1.004 1.104
C 2.883 0.414 2.346
F 2.092 0.728 3.374
C 3.893 -0.506 2.567
F 4.052 -1.046 3.766
C 4.763 -0.831 1.540
F 5.748 -1.689 1.747
C 4.590 -0.256 0.292
F 5.407 -0.567 -0.703
C 3.548 0.631 0.087
F 3.380 1.120 -1.149
H 0.520 5.453 2.431
H 1.258 3.875 2.806
H -0.415 4.202 3.273
H -1.594 4.233 -0.212
H -1.443 5.496 1.024
H -3.491 4.021 1.310
H -2.434 3.992 2.700
H 1.142 5.160 0.144
H 0.420 3.846 -0.790
H 2.752 3.677 1.164
H 2.654 3.153 -0.504
C 5.250 -3.656 -4.878
C 4.249 -3.151 -3.881
C 4.103 -3.753 -2.639
C 3.185 -3.291 -1.702
C 3.110 -4.031 -0.388
C 2.368 -2.196 -2.046
Te 0.887 -1.770 -0.593
N -0.246 -0.372 1.243
C -0.350 -1.150 2.387
O 0.048 -2.290 2.492
C -1.065 -0.450 3.517
C -1.963 -1.138 4.319
C -2.666 -0.461 5.306
C -2.479 0.902 5.504
C -1.590 1.603 4.704
C -0.895 0.921 3.713
C -0.692 -1.337 -1.925
C -1.213 -0.071 -2.194
C -0.688 1.232 -1.656
C -2.277 0.044 -3.082
C -2.830 -1.056 -3.720
C -3.980 -0.913 -4.673
C -2.294 -2.304 -3.437
C -1.242 -2.473 -2.546
C -0.746 -3.871 -2.287
C 2.522 -1.549 -3.282
C 1.721 -0.340 -3.677
C 3.455 -2.046 -4.176
H 5.808 -4.504 -4.485
H 5.962 -2.872 -5.143
H 4.755 -3.971 -5.798
H 4.730 -4.599 -2.383
H 4.039 -4.571 -0.220
H 2.296 -4.761 -0.384
H 2.961 -3.381 0.475
H -2.095 -2.201 4.161
H -3.365 -1.001 5.932
H -3.030 1.418 6.279
H -1.422 2.659 4.869
H -0.006 1.474 3.297
H -0.280 1.102 -0.630
H -1.467 1.989 -1.643
H 0.176 1.607 -2.210
H -2.690 1.028 -3.276
H -4.229 0.134 -4.844
H -4.868 -1.412 -4.283
H -3.745 -1.369 -5.635
H -2.713 -3.182 -3.916
H -1.314 -4.586 -2.878
H -0.857 -4.152 -1.236
H 0.307 -3.985 -2.557
H 1.558 0.312 -2.817
H 0.746 -0.612 -4.087
H 2.257 0.233 -4.432
H 3.578 -1.548 -5.133
```

=====

Record 4
The following is a DFT calculation (wB97M-V/def2-TZVPD) of an isolated ion of composition C4H11N2O and charge +1 in a non-equilibrium geometry.

- energy above the lowest of the compared OMol25 structures with the same formula, charge and spin (kcal/mol) = 21.1
- SMILES = C[NH2+][C@@H](C)C(N)=O
- M (g mol⁻¹) = 103.14
- energy (hartree) = -343.5305
- LUMO level (eV) = -3.16
- Kohn-Sham gap (eV) = 11.4
- charge = +1

The geometry in XYZ format:
```
18
C4H11N2O | the OMol25 dataset | wB97M-V/def2-TZVPD
C 2.055 -0.049 1.043
N 0.605 0.384 1.044
C -0.023 0.070 -0.271
C -0.330 -1.411 -0.510
C -1.345 0.911 -0.249
N -2.087 0.849 -1.370
O -1.497 1.686 0.670
H 2.467 0.044 0.016
H 2.632 0.657 1.642
H 2.262 -1.086 1.319
H 0.578 1.385 1.246
H 0.120 -0.148 1.769
H 0.610 0.367 -1.116
H -0.634 -1.630 -1.527
H 0.580 -1.970 -0.268
H -1.185 -1.692 0.115
H -2.809 1.536 -1.519
H -1.998 0.096 -2.033
```

=====

Record 5
The following is a DFT calculation (wB97M-V/def2-TZVPD) of C42H40F9N4O5P2S3TeV as an isolated structure.

- energy above the lowest of the compared OMol25 structures with the same formula, charge and spin (kcal/mol) = 24.9
- 2S+1 = 3
- M (g mol⁻¹) = 1188.48
- energy (hartree) = -6207.9637
- LUMO level (spin up / spin down) (eV) = -0.61 / -0.60
- Kohn-Sham gap (spin up / spin down) (eV) = 6.0 / 6.0
- charge = 0
- <S²> = 2.0081

The geometry in XYZ format:
```
107
C42H40F9N4O5P2S3TeV | the OMol25 dataset | wB97M-V/def2-TZVPD
V 0.266 2.598 0.424
N -0.758 1.418 1.675
S -0.907 0.118 2.298
N -0.028 -1.168 1.785
S -0.329 -2.022 0.546
N -0.878 -1.448 -0.774
S -0.212 -0.159 -1.587
N 0.068 1.098 -0.946
C 1.194 -0.896 -2.409
C 2.397 -0.742 -1.737
C 3.543 -1.310 -2.271
C 3.481 -1.991 -3.480
C 2.275 -2.110 -4.156
C 1.115 -1.566 -3.620
C -1.493 -0.024 -2.825
C -1.752 1.274 -3.233
C -2.751 1.490 -4.172
C -3.466 0.418 -4.686
C -3.199 -0.878 -4.259
C -2.210 -1.107 -3.316
C -1.510 -3.292 0.934
C -2.709 -3.391 0.252
C -3.613 -4.369 0.643
C -3.306 -5.227 1.688
C -2.095 -5.112 2.362
C -1.188 -4.135 1.989
C 1.186 -2.909 0.315
C 1.209 -3.845 -0.713
C 2.386 -4.524 -0.961
C 3.513 -4.263 -0.186
C 3.469 -3.317 0.826
C 2.296 -2.621 1.087
C -2.593 -0.460 2.233
C -3.096 -1.389 3.131
C -4.400 -1.830 2.969
C -5.176 -1.344 1.925
C -4.657 -0.410 1.038
C -3.356 0.043 1.190
C -0.448 0.106 4.014
C -0.548 1.331 4.656
C -0.183 1.414 5.990
C 0.274 0.286 6.657
C 0.376 -0.932 5.996
C 0.017 -1.028 4.662
H 2.444 -0.167 -0.821
H 4.480 -1.195 -1.742
H 4.379 -2.419 -3.905
H 2.233 -2.620 -5.109
H 0.179 -1.656 -4.152
H -1.188 2.092 -2.797
H -2.974 2.499 -4.492
H -4.246 0.591 -5.417
H -3.768 -1.708 -4.655
H -2.007 -2.106 -2.954
H -2.932 -2.701 -0.551
H -4.560 -4.455 0.129
H -4.014 -5.990 1.983
H -1.858 -5.782 3.177
H -0.242 -4.030 2.506
H 0.325 -4.024 -1.314
H 2.430 -5.251 -1.761
H 4.434 -4.795 -0.384
H 4.353 -3.096 1.409
H 2.259 -1.844 1.840
H -2.486 -1.754 3.947
H -4.813 -2.548 3.666
H -6.197 -1.685 1.811
H -5.270 -0.018 0.236
H -2.935 0.795 0.535
H -0.873 2.210 4.114
H -0.240 2.367 6.497
H 0.571 0.358 7.695
H 0.758 -1.802 6.513
H 0.131 -1.957 4.122
C 4.415 2.192 -1.937
C 3.739 3.527 -1.746
O 2.323 3.294 -1.623
P 1.290 4.546 -1.509
O -0.004 3.775 -1.192
Te 2.045 6.132 -0.022
O 1.147 5.080 -3.012
C 0.634 4.190 -4.017
C 1.195 4.611 -5.354
H 5.488 2.341 -2.073
H 4.021 1.679 -2.816
H 4.269 1.564 -1.058
H 3.911 4.186 -2.602
H 4.087 4.032 -0.845
H -0.457 4.259 -4.001
H 0.917 3.161 -3.776
H 0.909 5.637 -5.584
H 0.816 3.958 -6.142
H 2.283 4.551 -5.346
F -2.791 3.489 0.479
C -2.819 3.946 1.746
F -3.396 2.985 2.499
F -3.630 5.006 1.772
C -1.407 4.292 2.313
O -1.377 4.796 3.408
O -0.435 3.999 1.534
F 1.958 1.416 0.992
P 3.221 1.402 2.160
F 3.955 2.518 1.288
F 2.411 2.517 2.969
F 4.395 1.344 3.225
F 2.396 0.246 2.935
F 3.911 0.246 1.252
```